Here is a cluster of 11 separate species, C40H79Br12F9O22P4 in total at a distorted geometry from OMol25. Energies are from wB97M-V/def2-TZVPD.

Calculated values
gap between HOMO and LUMO	0.342	hartree
E_HOMO	-10.34	eV
M	2165.78	g mol⁻¹
electronic energy	-36379.4385	hartree

Each atom is followed by the atoms it is bonded to, with distances in Å.
Geometry (Å):
1 C 0.903 2.802 -5.103  C2 1.554, H10 1.090, H11 1.090, H12 1.090
2 C -0.042 3.192 -6.274  C1 1.554, O3 1.364, H13 1.090, H14 1.090
3 O 0.861 3.170 -7.297  C2 1.364, C4 1.334
4 C 0.481 3.262 -8.572  O3 1.334, O5 1.258, C6 1.558
5 O -0.720 3.213 -8.943  C4 1.258
6 C 1.708 3.320 -9.530  C4 1.558, F7 1.334, F8 1.350, F9 1.375
7 F 1.631 4.224 -10.508  C6 1.334
8 F 2.860 3.487 -8.846  C6 1.350
9 F 1.801 2.133 -10.217  C6 1.375
10 H 1.648 3.549 -4.828  C1 1.090
11 H 1.344 1.827 -5.308  C1 1.090
12 H 0.356 2.664 -4.170  C1 1.090
13 H -0.551 4.150 -6.162  C2 1.090
14 H -0.761 2.384 -6.411  C2 1.090
15 C 0.407 -1.843 -3.944  C16 1.569, H24 1.090, H25 1.090, H26 1.090
16 C 1.868 -2.251 -4.346  C15 1.569, O17 1.409, H27 1.090, H28 1.090
17 O 2.754 -1.160 -4.251  C16 1.409, C18 1.331
18 C 4.059 -1.402 -4.357  O17 1.331, O19 1.267, C20 1.556
19 O 4.576 -2.559 -4.362  C18 1.267
20 C 4.958 -0.145 -4.182  C18 1.556, F21 1.380, F22 1.305, F23 1.274
21 F 4.289 1.049 -4.002  C20 1.380
22 F 5.690 -0.323 -3.116  C20 1.305
23 F 5.858 -0.034 -5.077  C20 1.274
24 H 0.022 -0.983 -4.493  C15 1.090
25 H 0.425 -1.489 -2.913  C15 1.090
26 H -0.284 -2.685 -3.970  C15 1.090
27 H 1.691 -2.585 -5.368  C16 1.090
28 H 2.217 -3.110 -3.772  C16 1.090
29 C -3.658 2.316 -1.096  C30 1.538, H38 1.090, H39 1.090, H40 1.090
30 C -2.685 2.935 -2.114  C29 1.538, O31 1.360, H41 1.090, H42 1.090
31 O -3.391 3.270 -3.227  C30 1.360, C32 1.379
32 C -3.454 2.441 -4.327  O31 1.379, O33 1.272, C34 1.555
33 O -3.106 1.219 -4.285  C32 1.272
34 C -4.109 3.073 -5.588  C32 1.555, F35 1.297, F36 1.349, F37 1.310
35 F -5.002 3.935 -5.211  C34 1.297
36 F -3.212 3.597 -6.447  C34 1.349
37 F -4.665 2.164 -6.350  C34 1.310
38 H -3.050 2.265 -0.193  C29 1.090
39 H -4.102 1.351 -1.344  C29 1.090
40 H -4.444 3.028 -0.845  C29 1.090
41 H -1.830 2.267 -2.218  C30 1.090
42 H -2.306 3.888 -1.744  C30 1.090
43 C -3.113 7.667 1.260  C44 1.536, H54 1.090, H55 1.090, H56 1.090
44 C -3.139 6.735 0.039  C43 1.536, O45 1.435, H57 1.090, H58 1.090
45 O -2.005 5.856 -0.004  C44 1.435, P46 1.629
46 P -1.697 4.626 1.017  O45 1.629, O47 1.495, O48 1.634, O51 1.627
47 O -0.850 3.523 0.467  P46 1.495
48 O -0.993 5.415 2.263  P46 1.634, C49 1.402
49 C 0.248 6.046 2.095  O48 1.402, C50 1.534, H59 1.090, H60 1.090
50 C 0.705 6.565 3.465  C49 1.534, H61 1.090, H62 1.090, H63 1.090
51 O -3.110 4.202 1.702  P46 1.627, C52 1.430
52 C -3.193 3.071 2.573  O51 1.430, C53 1.557, H64 1.090, H65 1.090
53 C -4.606 2.477 2.849  C52 1.557, H66 1.090, H67 1.090, H68 1.090
54 H -3.074 7.129 2.207  C43 1.090
55 H -2.308 8.400 1.308  C43 1.090
56 H -4.048 8.220 1.172  C43 1.090
57 H -4.071 6.171 0.067  C44 1.090
58 H -3.107 7.370 -0.846  C44 1.090
59 H 1.011 5.335 1.780  C49 1.090
60 H 0.082 6.875 1.408  C49 1.090
61 H 1.480 7.332 3.488  C50 1.090
62 H -0.147 7.061 3.929  C50 1.090
63 H 1.029 5.704 4.050  C50 1.090
64 H -2.644 2.267 2.084  C52 1.090
65 H -2.700 3.492 3.450  C52 1.090
66 H -5.027 2.356 1.851  C53 1.090
67 H -4.738 1.560 3.423  C53 1.090
68 H -5.236 3.210 3.353  C53 1.090
69 C 0.542 2.175 3.492  C70 1.589, H80 1.090, H81 1.090, H82 1.090
70 C 1.533 0.941 3.638  C69 1.589, O71 1.353, H83 1.090, H84 1.090
71 O 0.968 0.159 4.587  C70 1.353, P72 1.646
72 P 1.523 -1.335 4.995  O71 1.646, O73 1.477, O74 1.661, O77 1.596
73 O 0.635 -2.014 5.961  P72 1.477
74 O 1.714 -2.087 3.526  P72 1.661, C75 1.427
75 C 2.466 -3.287 3.345  O74 1.427, C76 1.557, H85 1.090, H86 1.090
76 C 1.559 -4.458 3.824  C75 1.557, H87 1.090, H88 1.090, H89 1.090
77 O 3.047 -1.076 5.392  P72 1.596, C78 1.424
78 C 3.337 -0.354 6.584  O77 1.424, C79 1.478, H90 1.090, H91 1.090
79 C 4.720 0.162 6.511  C78 1.478, H92 1.090, H93 1.090, H94 1.090
80 H -0.416 2.045 2.989  C69 1.090
81 H 0.378 2.617 4.475  C69 1.090
82 H 0.940 3.096 3.067  C69 1.090
83 H 1.641 0.458 2.667  C70 1.090
84 H 2.478 1.404 3.921  C70 1.090
85 H 2.600 -3.403 2.270  C75 1.090
86 H 3.379 -3.166 3.928  C75 1.090
87 H 0.578 -4.516 3.351  C76 1.090
88 H 1.971 -5.335 3.325  C76 1.090
89 H 1.480 -4.568 4.905  C76 1.090
90 H 2.670 0.500 6.701  C78 1.090
91 H 3.267 -1.048 7.422  C78 1.090
92 H 5.016 0.516 7.498  C79 1.090
93 H 5.393 -0.527 6.000  C79 1.090
94 H 4.704 1.080 5.924  C79 1.090
95 C 4.275 4.537 2.592  C96 1.470, H106 1.090, H107 1.090, H108 1.090
96 C 5.012 3.446 1.939  C95 1.470, O97 1.388, H109 1.090, H110 1.090
97 O 4.101 2.486 1.520  C96 1.388, P98 1.660
98 P 4.294 1.762 0.039  O97 1.660, O99 1.506, O100 1.593, O103 1.631
99 O 5.712 1.812 -0.465  P98 1.506
100 O 3.768 0.270 0.227  P98 1.593, C101 1.408
101 C 4.278 -0.623 1.188  O100 1.408, C102 1.555, H111 1.090, H112 1.090
102 C 5.437 -1.412 0.516  C101 1.555, H113 1.090, H114 1.090, H115 1.090
103 O 3.244 2.521 -0.952  P98 1.631, C104 1.390
104 C 1.878 2.266 -0.911  O103 1.390, C105 1.553, H116 1.090, H117 1.090
105 C 1.451 1.299 -2.049  C104 1.553, H118 1.090, H119 1.090, H120 1.090
106 H 3.646 4.107 3.372  C95 1.090
107 H 5.068 5.135 3.041  C95 1.090
108 H 3.839 5.167 1.817  C95 1.090
109 H 5.416 3.921 1.045  C96 1.090
110 H 5.772 2.940 2.535  C96 1.090
111 H 4.740 -0.124 2.040  C101 1.090
112 H 3.538 -1.215 1.727  C101 1.090
113 H 6.138 -0.753 0.004  C102 1.090
114 H 6.018 -2.120 1.107  C102 1.090
115 H 5.008 -2.157 -0.154  C102 1.090
116 H 1.479 1.911 0.040  C104 1.090
117 H 1.282 3.161 -1.087  C104 1.090
118 H 1.764 1.638 -3.036  C105 1.090
119 H 2.045 0.396 -1.907  C105 1.090
120 H 0.387 1.080 -1.965  C105 1.090
121 C -2.401 -9.609 0.377  C122 1.531, H132 1.090, H133 1.090, H134 1.090
122 C -1.375 -9.068 -0.622  C121 1.531, O123 1.434, H135 1.090, H136 1.090
123 O -0.319 -8.375 0.058  C122 1.434, P124 1.673
124 P -0.263 -6.716 0.261  O123 1.673, O125 1.465, O126 1.628, O129 1.651
125 O 0.829 -6.233 1.110  P124 1.465
126 O -0.277 -6.251 -1.299  P124 1.628, C127 1.476
127 C -0.022 -4.832 -1.618  O126 1.476, C128 1.590, H137 1.090, H138 1.090
128 C 1.544 -4.580 -1.503  C127 1.590, H139 1.090, H140 1.090, H141 1.090
129 O -1.791 -6.419 0.812  P124 1.651, C130 1.414
130 C -2.108 -5.105 1.229  O129 1.414, C131 1.522, H142 1.090, H143 1.090
131 C -2.864 -5.243 2.544  C130 1.522, H144 1.090, H145 1.090, H146 1.090
132 H -1.866 -10.155 1.154  C121 1.090
133 H -2.967 -8.795 0.831  C121 1.090
134 H -3.020 -10.255 -0.245  C121 1.090
135 H -0.920 -9.957 -1.059  C122 1.090
136 H -1.844 -8.409 -1.352  C122 1.090
137 H -0.334 -4.611 -2.639  C127 1.090
138 H -0.589 -4.159 -0.975  C127 1.090
139 H 1.717 -3.515 -1.657  C128 1.090
140 H 1.980 -4.884 -0.551  C128 1.090
141 H 2.089 -5.108 -2.285  C128 1.090
142 H -1.168 -4.583 1.406  C130 1.090
143 H -2.638 -4.573 0.439  C130 1.090
144 H -3.866 -5.458 2.171  C131 1.090
145 H -2.423 -5.957 3.240  C131 1.090
146 H -2.852 -4.265 3.025  C131 1.090
147 Br -2.634 -6.770 -4.217  C148 2.088
148 C -4.454 -6.163 -3.395  Br147 2.088, Br149 1.977, Br150 1.982, H151 1.090
149 Br -4.580 -4.193 -3.507  C148 1.977
150 Br -4.452 -6.836 -1.531  C148 1.982
151 H -5.276 -6.542 -4.004  C148 1.090
152 Br -2.678 0.542 5.997  C153 2.045
153 C -3.040 -1.467 6.110  Br152 2.045, Br154 2.005, Br155 2.024, H156 1.090
154 Br -4.570 -1.888 4.883  C153 2.005
155 Br -3.541 -2.119 7.960  C153 2.024
156 H -2.138 -1.960 5.747  C153 1.090
157 Br -5.221 -3.351 0.853  C158 2.013
158 C -6.952 -2.323 0.873  Br157 2.013, Br159 2.028, Br160 2.020, H161 1.090
159 Br -7.893 -2.549 -0.909  C158 2.028
160 Br -6.704 -0.407 1.464  C158 2.020
161 H -7.489 -2.865 1.651  C158 1.090
162 Br -1.842 -0.734 2.023  C163 2.054
163 C -0.817 -0.604 0.248  Br162 2.054, Br164 2.013, Br165 2.059, H166 1.090
164 Br -1.877 -1.195 -1.358  C163 2.013
165 Br 0.969 -1.606 0.462  C163 2.059
166 H -0.561 0.450 0.143  C163 1.090

These are the Löwdin partial charges, in e, on atoms 1 to 99: atom 1 (C): -0.04, atom 2 (C): -0.22, atom 3 (O): 0.00, atom 4 (C): -0.29, atom 5 (O): 0.12, atom 6 (C): -0.49, atom 7 (F): 0.17, atom 8 (F): 0.15, atom 9 (F): 0.12, atom 10 (H): 0.09, atom 11 (H): 0.08, atom 12 (H): 0.05, atom 13 (H): 0.13, atom 14 (H): 0.12, atom 15 (C): -0.07, atom 16 (C): -0.19, atom 17 (O): 0.03, atom 18 (C): -0.29, atom 19 (O): 0.11, atom 20 (C): -0.59, atom 21 (F): 0.13, atom 22 (F): 0.19, atom 23 (F): 0.23, atom 24 (H): 0.08, atom 25 (H): -0.01, atom 26 (H): 0.07, atom 27 (H): 0.13, atom 28 (H): 0.10, atom 29 (C): -0.04, atom 30 (C): -0.25, atom 31 (O): 0.01, atom 32 (C): -0.24, atom 33 (O): 0.09, atom 34 (C): -0.60, atom 35 (F): 0.21, atom 36 (F): 0.15, atom 37 (F): 0.19, atom 38 (H): 0.04, atom 39 (H): 0.07, atom 40 (H): 0.08, atom 41 (H): 0.11, atom 42 (H): 0.11, atom 43 (C): -0.07, atom 44 (C): -0.24, atom 45 (O): -0.19, atom 46 (P): 0.52, atom 47 (O): -0.24, atom 48 (O): -0.21, atom 49 (C): -0.29, atom 50 (C): -0.06, atom 51 (O): -0.20, atom 52 (C): -0.26, atom 53 (C): -0.06, atom 54 (H): 0.07, atom 55 (H): 0.08, atom 56 (H): 0.08, atom 57 (H): 0.11, atom 58 (H): 0.12, atom 59 (H): 0.10, atom 60 (H): 0.12, atom 61 (H): 0.08, atom 62 (H): 0.08, atom 63 (H): 0.07, atom 64 (H): 0.06, atom 65 (H): 0.12, atom 66 (H): 0.05, atom 67 (H): 0.05, atom 68 (H): 0.08, atom 69 (C): -0.04, atom 70 (C): -0.29, atom 71 (O): -0.20, atom 72 (P): 0.52, atom 73 (O): -0.23, atom 74 (O): -0.29, atom 75 (C): -0.25, atom 76 (C): -0.06, atom 77 (O): -0.19, atom 78 (C): -0.29, atom 79 (C): -0.08, atom 80 (H): 0.04, atom 81 (H): 0.07, atom 82 (H): 0.05, atom 83 (H): 0.09, atom 84 (H): 0.11, atom 85 (H): 0.09, atom 86 (H): 0.12, atom 87 (H): 0.06, atom 88 (H): 0.06, atom 89 (H): 0.08, atom 90 (H): 0.12, atom 91 (H): 0.13, atom 92 (H): 0.09, atom 93 (H): 0.09, atom 94 (H): 0.07, atom 95 (C): -0.08, atom 96 (C): -0.34, atom 97 (O): -0.20, atom 98 (P): 0.54, atom 99 (O): -0.25

=====

Here is a cluster of 2 separate species, CHPS3 in total at a distorted geometry from OMol25. Energies are from wB97M-V/def2-TZVPD.

Calculated values
gap between HOMO and LUMO (alpha / beta)	0.243 / 0.243	hartree
E_HOMO (alpha / beta)	-7.86 / -7.88	eV
M	140.19	g mol⁻¹
electronic energy	-1574.5454	hartree
energy relative to the best compared isomer or geometry (same formula, charge and spin)	31.2	kcal/mol

Each atom is followed by the atoms it is bonded to, with distances in Å.
Geometry (Å):
1 C 0.973 -0.332 -1.824  S3 1.571, S4 1.540
2 P -0.972 -1.008 2.488  S5 1.927
3 S 1.552 0.544 -0.655  C1 1.571
4 S 0.390 -1.266 -2.901  C1 1.540
5 S -0.514 0.773 1.909  P2 1.927, H6 1.400
6 H -1.429 1.290 0.983  S5 1.400

Charges obtained by natural (NBO) population analysis, quoted in units of e: atom 1 (C): -0.37, atom 2 (P): 0.08, atom 3 (S): 0.16, atom 4 (S): 0.21, atom 5 (S): -0.17, atom 6 (H): 0.09